1.
A structure of composition C19H24F5MgN6O9S at a distorted geometry, computed with ωB97M-V with the def2-TZVPD basis set.

```
65
Properties=species:S:1:pos:R:3:forces:R:3:nbo_charge:R:1
Mg -2.109546 2.047007 -1.449652 0.01 -0.46 -0.11 1.759
C 0.436337 -1.469092 -1.136368 -0.07 0.25 -0.20 0.715
F 1.330076 -2.225489 -0.515198 -0.17 0.06 -0.18 -0.291
F 0.691844 -1.445500 -2.451544 -0.09 -0.17 0.31 -0.312
F -0.790900 -1.984963 -0.948512 0.25 0.02 -0.07 -0.323
S 0.487738 0.245058 -0.475481 -0.24 1.12 1.55 2.376
O -0.646047 0.916747 -1.117039 0.59 -0.94 -0.88 -1.145
O 0.225246 0.136479 0.942509 0.17 -0.69 -0.18 -1.000
O 1.759779 0.811423 -0.820048 0.03 -0.30 -0.54 -0.958
C -1.002087 -0.601003 3.726371 0.15 0.73 0.65 -0.144
C 0.400461 -1.081093 4.087715 -0.52 -0.13 -0.75 0.450
O 0.187702 -2.414996 4.499057 -0.14 0.00 0.22 -0.480
C -1.055216 -2.818718 4.146244 0.22 0.02 -0.27 0.975
O -1.482504 -3.911397 4.293508 -0.12 -0.09 -0.02 -0.559
O -1.726725 -1.809581 3.521325 0.05 0.09 -0.10 -0.511
F 0.949504 -0.354880 5.073721 -0.02 -0.13 0.25 -0.311
H -0.965202 0.069760 2.873709 -0.27 -0.47 -0.38 0.224
H -1.458487 -0.046029 4.552439 0.16 -0.18 0.14 0.196
H 1.040825 -1.095108 3.203697 0.34 0.11 0.27 0.161
C 3.760548 0.994853 1.524733 0.10 0.79 -0.74 -0.136
C 2.686827 1.589722 2.432028 -0.02 -0.40 -0.17 0.434
O 2.964826 2.970927 2.424383 -0.27 0.19 0.44 -0.500
C 3.590689 3.252820 1.255042 0.20 -0.30 0.19 0.976
O 3.597053 4.315732 0.733265 -0.02 0.59 -0.17 -0.588
O 4.181814 2.161953 0.774229 -0.11 -0.38 -0.31 -0.478
F 2.699753 1.055398 3.676536 0.34 0.45 0.07 -0.322
H 3.307585 0.325797 0.803542 0.21 -0.32 0.10 0.224
H 4.666271 0.609174 1.981218 -0.31 -0.27 0.48 0.220
H 1.677578 1.477868 2.040317 0.02 -0.28 0.00 0.165
C -3.743148 -0.560446 -4.924385 -0.03 0.20 0.77 -0.730
C -3.206844 0.390956 -3.955246 -0.10 -0.48 -0.75 0.488
N -2.755893 1.128563 -3.214724 -0.05 0.50 0.42 -0.547
H -4.792622 -0.713058 -4.672779 -0.05 0.01 -0.26 0.277
H -3.221619 -1.504525 -4.779309 0.08 -0.02 -0.26 0.280
H -3.617690 -0.153128 -5.921772 -0.04 -0.15 -0.13 0.284
C 1.748233 3.738441 -2.577677 -0.01 0.21 0.26 -0.751
C 0.305000 3.606804 -2.509599 0.21 0.00 0.10 0.501
N -0.830379 3.485583 -2.413303 -0.20 -0.05 -0.12 -0.575
H 2.185175 2.794222 -2.893307 0.00 0.02 -0.17 0.291
H 2.140689 3.964766 -1.582522 -0.07 0.00 0.01 0.300
H 1.995651 4.567043 -3.239075 0.11 -0.14 -0.13 0.278
C 3.310823 -2.639803 -3.684319 0.05 0.39 0.16 -0.720
C 4.456571 -2.904038 -4.541686 -0.16 -0.21 0.09 0.275
N 5.355886 -3.119118 -5.216953 0.18 0.01 -0.15 -0.310
H 3.366194 -3.209616 -2.759207 0.06 -0.12 -0.05 0.259
H 2.378643 -2.865518 -4.194989 0.01 -0.05 -0.06 0.247
H 3.324555 -1.580213 -3.424013 -0.11 -0.03 0.02 0.248
C -4.187525 -1.373633 1.112481 -0.45 0.34 -0.11 -0.735
C -3.745190 -0.290735 0.247256 0.02 -0.49 0.36 0.470
N -3.405304 0.566998 -0.423377 0.15 0.76 -0.30 -0.535
H -3.592565 -2.268961 0.967148 0.11 0.00 0.01 0.282
H -5.233798 -1.566908 0.867474 0.07 -0.16 0.06 0.273
H -4.136787 -1.039884 2.146934 0.13 -0.11 0.05 0.286
C -0.749885 -5.012154 0.925602 -0.10 0.18 0.13 -0.730
C 0.655743 -5.394189 0.976569 -0.77 0.15 -0.03 0.281
N 1.769814 -5.639012 1.006951 0.76 -0.18 0.00 -0.317
H -0.804330 -3.997342 0.530134 -0.10 -0.04 0.00 0.238
H -1.187633 -5.020836 1.924340 0.08 -0.03 0.02 0.272
H -1.328812 -5.675540 0.287308 0.11 -0.07 -0.05 0.253
C -1.996650 5.541017 1.233032 -0.87 0.24 0.10 -0.747
C -1.868884 4.213898 0.672351 0.49 0.30 0.30 0.486
N -1.749176 3.156634 0.250482 -0.58 0.34 0.07 -0.544
H -2.006410 5.474677 2.319980 0.19 0.03 0.00 0.288
H -2.978075 5.920505 0.927139 0.09 -0.02 0.07 0.279
H -1.259500 6.255681 0.881316 0.31 -0.26 -0.03 0.289
```
Forces are in eV/Å.

The value obtained for the lowest unoccupied orbital energy is -0.1080 Ha. The calculation puts the HOMO-LUMO gap at 10.256 eV. The HOMO energy is -13.195 eV. As for the charge: +1. As for the multiplicity: 1.

2.
A structure of composition C19H24KNO, computed with ωB97M-V with the def2-TZVPD basis set.

```
46
Properties=species:S:1:pos:R:3:forces:R:3:nbo_charge:R:1
K 0.030058 0.227064 0.410502 0.29 -0.28 0.18 0.912
C -1.320467 -3.197410 -0.528855 -0.03 -0.03 0.02 -0.409
N -0.346510 -2.197442 -0.918502 0.01 0.10 0.04 -0.470
C -0.809234 -1.466218 -2.084886 -0.04 -0.06 -0.15 -0.443
C 0.955022 -2.831308 -1.161863 -0.01 -0.01 0.08 -0.239
C 2.065319 -1.902872 -1.623246 0.08 0.09 -0.03 -0.115
C 2.943890 -2.449964 -2.557911 0.02 -0.02 -0.03 -0.248
C 4.045825 -1.734422 -3.006156 -0.04 -0.04 0.00 -0.240
C 4.242309 -0.457843 -2.510199 0.06 0.05 -0.02 -0.246
C 3.340442 0.071666 -1.591341 0.01 0.21 0.06 -0.278
C 2.212940 -0.597920 -1.094175 -0.10 -0.27 0.04 -0.473
H -1.483083 -3.948194 -1.319841 0.00 0.00 0.00 0.167
H -2.281750 -2.726389 -0.312056 -0.01 0.00 0.00 0.188
H -0.981323 -3.722267 0.365415 0.01 0.01 0.01 0.199
H -1.047475 -2.132394 -2.930456 0.01 0.01 0.01 0.174
H -0.032984 -0.772572 -2.404145 0.01 0.03 -0.02 0.237
H -1.712178 -0.901691 -1.836179 -0.08 -0.02 -0.02 0.179
H 0.831465 -3.644676 -1.898812 -0.01 0.01 0.00 0.159
H 1.249127 -3.309193 -0.220031 -0.02 0.00 -0.01 0.193
H 2.768296 -3.452097 -2.940754 0.01 -0.02 -0.02 0.187
H 4.728318 -2.165365 -3.728400 0.00 -0.01 -0.01 0.196
H 5.093124 0.131464 -2.836950 0.02 -0.01 -0.02 0.192
H 3.549182 1.084138 -1.243996 0.00 0.01 0.01 0.169
C -4.816916 7.331617 -2.432441 -0.01 0.04 -0.02 -0.635
C -3.869954 6.186862 -2.221125 0.02 -0.02 0.00 0.052
C -2.845858 5.925285 -3.120552 -0.01 0.01 0.01 -0.242
C -1.964533 4.871034 -2.933565 -0.04 -0.04 0.09 0.064
C -0.881735 4.655212 -3.958792 0.06 -0.01 -0.06 -0.650
C -2.114177 4.048074 -1.798931 -0.15 0.16 -0.02 -0.162
C -1.175339 2.944940 -1.619859 0.05 -0.11 0.09 0.426
O -1.169093 2.161308 -0.684335 -0.14 0.28 -0.21 -0.622
C -3.151044 4.299522 -0.871503 0.02 0.06 -0.10 0.069
C -3.375716 3.470155 0.358706 -0.02 -0.05 0.06 -0.632
C -4.005101 5.364188 -1.108448 0.02 -0.02 0.01 -0.237
H -4.594666 7.866198 -3.354239 0.00 0.00 0.00 0.219
H -4.756193 8.039724 -1.604561 0.00 0.00 0.00 0.228
H -5.847550 6.977612 -2.482185 0.00 -0.01 0.00 0.227
H -2.731158 6.559798 -3.991267 0.00 0.00 -0.01 0.209
H -0.963774 5.405203 -4.743017 0.01 0.00 0.00 0.223
H -0.953979 3.674957 -4.431271 0.00 0.00 0.00 0.228
H 0.115824 4.738105 -3.526012 0.00 0.00 0.00 0.229
H -0.415703 2.831426 -2.407061 0.02 -0.04 0.02 0.138
H -2.502776 3.481283 1.010470 0.00 0.00 0.00 0.230
H -3.561130 2.426640 0.105279 0.01 0.00 0.01 0.231
H -4.231891 3.854278 0.911426 0.00 0.00 0.00 0.209
H -4.803149 5.561385 -0.401679 -0.01 0.00 0.01 0.208
```
Forces are in eV/Å.

The value obtained for the lowest unoccupied orbital energy is -0.0170 Ha. The calculation puts the HOMO-LUMO gap at 5.620 eV. For the energy above the lowest of the compared OMol25 structures with the same formula, charge and spin, the calculation gives 0.000 eV. The HOMO energy is -6.083 eV. As for the charge: 0. As for the multiplicity: 1.